Entry 1:
Here is a single C17H11FN6OS3 molecule at a distorted geometry from the OMol25 dataset. Energies are from ωB97M-V/def2-TZVPD.

The geometry in XYZ format:
```
39
Properties=species:S:1:pos:R:3:forces:R:3:mulliken_charge:R:1
O -0.097 1.571 2.353 1.4 -1.5 -2.6 -0.643
C -0.588 1.209 1.264 -1.6 1.5 4.2 0.332
N -1.886 1.763 1.109 1.5 -2.9 -4.3 -0.093
C -2.344 3.017 1.477 0.1 -1.2 0.7 0.635
N -3.607 3.126 1.657 -1.2 0.7 1.1 -0.635
C -3.900 4.348 2.264 0.7 -0.3 -1.8 -0.398
C -2.862 5.216 2.305 0.1 0.2 1.1 -0.306
S -1.345 4.324 1.894 -1.2 1.8 0.4 -0.096
C -0.116 0.097 0.308 -0.4 -0.8 -3.8 -0.480
N -0.753 0.098 -0.922 0.0 0.0 -0.1 -0.368
C -0.411 -0.642 -2.019 -0.5 1.4 1.9 0.118
S -1.361 -0.493 -3.590 0.7 -0.7 0.8 -0.283
C -1.281 1.227 -3.778 1.9 1.1 1.7 0.433
N -0.329 2.025 -3.271 -1.2 -0.6 0.0 -0.248
N -0.885 3.275 -3.190 1.4 0.4 -0.6 -0.491
C -2.048 3.263 -3.762 1.0 -1.5 1.1 -0.103
N -2.349 1.969 -4.037 -3.5 -0.1 -2.4 -0.104
C 0.723 -1.432 -1.989 1.3 -0.8 -1.2 -0.427
C 1.451 -1.470 -0.793 -1.0 -0.3 0.7 -0.261
C 0.946 -0.859 0.407 0.3 1.0 0.0 1.014
S 1.618 -1.068 2.033 -0.1 0.6 0.0 -0.123
C 2.413 -2.609 1.872 -0.4 -1.1 -1.3 0.175
C 3.715 -2.672 1.336 -0.6 3.5 2.2 -0.348
C 4.376 -3.841 1.314 0.9 -3.2 -2.6 -0.623
C 3.555 -5.031 1.363 1.5 2.1 0.3 0.479
F 4.131 -6.193 1.015 -0.3 0.1 0.3 -0.289
C 2.229 -4.980 1.758 2.1 -2.4 -1.0 -0.548
C 1.663 -3.786 2.014 -1.2 1.8 1.0 -0.083
H -2.304 1.350 0.243 -0.1 0.9 1.0 0.324
H -4.922 4.569 2.534 0.0 0.0 0.0 0.399
H -3.022 6.241 2.727 1.0 -1.1 -0.5 0.342
H -2.684 4.086 -3.797 -1.0 1.0 -0.4 0.440
H -3.191 1.628 -4.563 1.2 0.5 1.0 0.226
H 1.110 -1.992 -2.944 -0.8 1.3 2.1 0.279
H 2.371 -2.069 -0.805 -0.5 0.3 0.4 0.349
H 4.164 -1.632 1.227 -0.1 -1.7 -0.2 0.324
H 5.418 -3.911 0.863 -1.4 0.0 1.0 0.304
H 1.790 -5.964 1.771 -0.8 0.1 0.2 0.407
H 0.611 -3.758 2.350 0.7 0.2 -0.2 0.372
```
Forces are in eV/Å.

## Properties
HOMO = -8.52 eV
2S+1 = 1
ΔE to the lowest compared entry with this formula, charge and spin = 1.77 kcal/mol
SMILES = O=C(Nc1nccs1)c1nc(Sc2nnc[nH]2)ccc1Sc1ccc(F)cc1

=====

Entry 2:
Here is a molecular structure, C17H12BaClN2O3S3 at a distorted geometry from the OMol25 dataset. Energies are from ωB97M-V/def2-TZVPD.

The geometry in XYZ format:
```
39
Properties=species:S:1:pos:R:3:forces:R:3:mulliken_charge:R:1
Ba 1.531 0.667 -0.601 2.3 0.2 2.0 1.564
S 3.888 -0.127 1.209 -0.1 0.0 0.3 -0.652
C 3.139 0.099 2.791 0.0 0.0 -0.1 0.065
C 3.591 -0.736 3.825 0.1 0.0 -0.2 -0.711
C 3.108 -0.680 5.120 0.2 -0.4 0.4 0.575
C 3.629 -1.597 6.111 -0.2 0.3 -0.3 -0.042
N 4.056 -2.329 6.890 0.0 0.0 0.0 -0.573
C 2.121 0.259 5.436 -0.3 0.2 0.4 0.566
C 1.662 1.099 4.436 -0.1 0.1 -0.1 -0.790
C 2.124 1.054 3.114 -0.1 0.1 -0.3 0.302
S 1.388 2.211 1.989 0.2 -0.2 0.4 -0.650
C 1.568 0.370 6.767 0.2 -0.1 -0.3 -0.019
N 1.128 0.458 7.827 0.0 0.0 0.0 -0.577
H 4.355 -1.465 3.586 0.0 0.0 0.0 0.462
H 0.899 1.829 4.673 0.0 0.0 0.0 0.464
Cl 2.477 3.330 -3.614 -0.4 -0.2 -0.1 -0.228
C 0.948 2.486 -4.113 0.3 0.3 -0.1 -0.548
C 0.576 1.518 -3.006 0.0 -0.2 -0.1 0.767
O 1.118 0.381 -3.003 -0.3 0.1 -1.4 -0.806
O -0.130 1.945 -2.062 -0.5 0.4 -0.6 -0.762
H 1.166 1.973 -5.043 0.0 0.0 0.0 0.315
H 0.194 3.256 -4.230 0.0 0.0 0.0 0.301
C -2.895 -1.213 0.390 -0.2 -0.2 0.1 -1.034
S -1.804 -0.091 -0.457 0.9 -0.2 0.3 0.595
O -0.422 -0.711 -0.223 -2.1 -0.3 -0.1 -0.733
C -2.293 -0.523 -2.111 0.2 0.0 0.0 0.351
C -3.256 0.258 -2.729 0.0 -0.1 -0.1 -0.409
C -3.662 -0.080 -4.012 0.0 0.0 0.0 -0.549
C -3.086 -1.166 -4.659 0.0 0.0 0.0 -0.400
C -2.102 -1.917 -4.031 0.1 0.0 0.0 -0.606
C -1.690 -1.596 -2.745 -0.1 0.1 -0.1 -0.324
H -2.611 -2.227 0.108 0.0 0.0 0.0 0.305
H -3.923 -1.000 0.095 0.0 0.0 0.0 0.386
H -2.772 -1.063 1.461 0.1 0.0 0.0 0.399
H -3.669 1.123 -2.224 0.0 0.0 0.0 0.411
H -4.416 0.515 -4.511 0.0 0.0 0.0 0.385
H -3.396 -1.420 -5.665 0.0 0.0 0.0 0.392
H -1.640 -2.748 -4.547 0.0 0.0 0.0 0.376
H -0.901 -2.142 -2.245 0.0 0.0 0.0 0.435
```
Forces are in eV/Å.

## Properties
HOMO = -3.79 eV
2S+1 = 1
ΔE to the lowest compared entry with this formula, charge and spin = 20.62 kcal/mol
total charge = -1

=====

Entry 3:
Here is a molecular structure, C17H12Br2I2IrNOS at a distorted geometry from the OMol25 dataset. Energies are from ωB97M-V/def2-TZVPD.

The geometry in XYZ format:
```
37
Properties=species:S:1:pos:R:3:forces:R:3:mulliken_charge:R:1
Ir 0.148 0.502 0.175 -0.4 -1.1 0.3 1.110
O -0.123 2.064 1.612 0.1 0.6 0.0 -0.826
N 0.424 3.243 1.216 -0.3 -0.5 0.3 0.339
C 0.342 4.259 2.093 0.0 0.2 0.0 -0.142
C 0.869 5.490 1.775 -0.1 -0.2 0.1 -0.736
C 1.484 5.666 0.544 0.1 -0.1 -0.2 -0.188
C 1.554 4.600 -0.337 0.0 0.2 0.0 -0.710
C 1.012 3.372 0.016 0.1 0.0 -0.3 0.557
S 1.085 1.986 -1.078 0.4 0.9 -0.4 -0.303
H -0.154 4.011 3.019 0.0 0.0 0.0 0.464
H 0.794 6.295 2.492 0.0 0.0 0.0 0.434
H 1.905 6.625 0.274 0.0 0.0 0.0 0.441
H 2.026 4.696 -1.305 0.0 0.0 0.0 0.407
Br 3.955 -0.763 -0.603 0.0 0.0 0.1 0.093
C 3.772 -2.274 0.389 0.0 -0.2 0.1 0.508
C 4.643 -3.369 0.080 0.0 0.1 0.0 -0.377
C 4.573 -4.522 0.806 0.0 0.0 0.0 -0.571
C 3.633 -4.627 1.846 0.0 0.0 0.0 -0.462
C 2.751 -3.560 2.158 0.1 0.0 -0.1 -0.443
C 2.814 -2.394 1.450 0.0 0.0 0.0 0.315
I 1.579 -0.833 2.098 0.0 0.1 0.0 0.276
H 5.355 -3.251 -0.726 0.0 0.0 0.0 0.446
H 5.235 -5.349 0.589 0.0 0.0 0.0 0.449
H 3.576 -5.538 2.429 0.0 0.0 0.0 0.429
H 2.046 -3.685 2.970 0.0 0.0 0.0 0.417
Br -2.266 0.480 -3.362 0.0 0.0 0.0 0.080
C -3.615 -0.444 -2.570 -0.1 0.0 0.1 0.490
C -4.517 -1.150 -3.426 0.1 0.1 0.0 -0.368
C -5.578 -1.817 -2.892 -0.1 0.0 0.1 -0.574
C -5.761 -1.808 -1.495 0.0 0.0 -0.1 -0.459
C -4.867 -1.129 -0.632 0.0 0.0 0.0 -0.432
C -3.798 -0.453 -1.147 0.0 -0.1 -0.1 0.307
I -2.623 0.637 0.187 0.1 0.1 0.1 0.296
H -4.338 -1.125 -4.493 0.0 0.0 0.0 0.444
H -6.277 -2.346 -3.526 0.0 0.0 0.0 0.450
H -6.604 -2.331 -1.061 0.0 0.0 0.0 0.427
H -5.056 -1.155 0.433 0.0 0.0 0.0 0.413
```
Forces are in eV/Å.

## Properties
HOMO (alpha / beta) = -16.25 / -16.87 eV
2S+1 = 6
total charge = +3

=====

Entry 4:
Here is a molecular structure, C17H12BrI2N2OSn from the OMol25 dataset. Energies are from ωB97M-V/def2-TZVPD.

The geometry in XYZ format:
```
36
Properties=species:S:1:pos:R:3:forces:R:3:mulliken_charge:R:1
Sn 0.792 -1.951 -0.468 -0.5 0.1 -0.2 0.786
Br -2.792 2.267 -5.578 0.0 -0.1 0.1 -0.170
C -2.180 0.941 -4.370 -0.1 0.2 -0.2 -0.246
C -2.168 -0.401 -4.772 0.0 0.0 0.1 -0.392
C -1.708 -1.369 -3.914 0.1 -0.1 0.0 -0.589
C -1.203 -1.042 -2.642 -0.1 0.2 0.0 0.486
O -0.754 -2.016 -1.881 0.5 -0.1 0.4 -0.803
C -1.248 0.317 -2.234 -0.1 -0.3 -0.2 0.315
C -0.909 0.734 -0.912 0.0 0.0 0.1 -0.172
N -0.163 0.093 -0.072 0.1 -0.4 -0.2 0.193
C 0.003 0.576 1.243 -0.1 0.3 0.3 -0.629
C 0.083 1.902 1.585 0.0 -0.1 -0.1 -0.003
C 0.228 2.292 2.929 0.0 0.0 0.1 -0.996
C 0.284 1.360 3.927 0.0 0.1 0.0 -0.843
C 0.217 -0.016 3.614 0.0 0.0 -0.2 1.133
C 0.256 -1.040 4.584 0.0 -0.1 0.0 -0.572
C 0.200 -2.350 4.193 0.0 0.1 0.1 -0.662
C 0.138 -2.646 2.823 0.0 0.1 -0.2 -0.218
N 0.093 -1.716 1.894 -0.1 -0.1 -0.1 -0.271
C 0.106 -0.408 2.261 0.0 0.1 0.2 0.507
C -1.766 1.290 -3.116 0.0 0.0 0.1 -0.673
H -2.536 -0.667 -5.753 0.0 0.0 0.0 0.437
H -1.702 -2.413 -4.197 0.0 0.0 0.0 0.444
H -1.365 1.668 -0.582 0.1 0.0 0.0 0.560
H 0.049 2.665 0.818 0.0 0.0 0.0 0.567
H 0.297 3.346 3.162 0.0 0.0 0.0 0.414
H 0.386 1.662 4.961 0.0 0.0 0.0 0.422
H 0.334 -0.776 5.631 0.0 0.0 0.0 0.457
H 0.218 -3.157 4.911 0.0 0.0 0.0 0.394
H 0.131 -3.672 2.473 0.0 0.0 0.1 0.426
H -1.815 2.324 -2.797 0.0 0.0 0.0 0.463
I 3.426 0.406 0.462 0.2 0.0 -0.3 0.119
C 3.897 0.520 -1.620 -0.3 -0.2 0.0 -0.812
I 2.329 -0.208 -2.892 0.3 0.2 0.1 0.162
H 4.779 -0.079 -1.804 0.0 0.0 0.0 0.379
H 4.061 1.561 -1.867 0.0 0.0 0.0 0.387
```
Forces are in eV/Å.

## Properties
HOMO = -10.95 eV
2S+1 = 1
ΔE to the lowest compared entry with this formula, charge and spin = 0.00 kcal/mol
total charge = +1

=====

Entry 5:
Here is a single C17H12Cl2N2O3 molecule at a distorted geometry from the OMol25 dataset. Energies are from ωB97M-V/def2-TZVPD.

The geometry in XYZ format:
```
36
Properties=species:S:1:pos:R:3:forces:R:3:mulliken_charge:R:1
O 0.831 -0.907 1.340 3.1 1.9 -2.0 -0.590
C 1.785 -0.434 0.644 -3.6 -3.5 0.6 0.327
C 3.187 -0.647 1.028 1.7 1.9 -0.8 0.313
C 3.648 -1.779 1.788 -7.7 0.9 -2.9 -0.663
C 4.779 -1.754 2.324 8.8 0.8 1.9 -0.481
C 5.816 -0.868 1.813 -0.3 -2.0 3.1 -0.483
C 5.460 0.152 1.023 1.8 -0.1 0.1 -0.636
C 4.195 0.341 0.682 -4.8 -1.2 -0.5 0.644
Cl 3.976 1.870 -0.181 -0.8 -0.7 0.3 -0.233
C 1.449 -0.011 -0.820 -0.9 -2.8 -1.0 -0.245
O 2.200 -0.638 -1.785 5.7 -0.1 -1.7 -0.672
N 0.299 -0.500 -1.526 -6.1 2.3 1.8 -0.409
C -0.949 0.177 -1.417 -2.7 -0.7 1.2 0.761
C -1.211 1.594 -1.618 1.0 -1.0 0.6 -0.608
C -2.486 2.087 -1.331 2.3 1.1 -0.8 0.257
Cl -2.619 3.905 -1.653 -0.3 -2.0 0.6 -0.248
C -3.492 1.282 -0.815 -1.8 1.9 -0.8 0.885
C -4.772 1.851 -0.388 1.4 -1.8 0.1 -0.946
C -5.614 0.980 0.189 -0.4 1.2 0.6 -0.499
C -5.291 -0.347 0.326 2.7 -2.5 -2.1 0.685
O -6.138 -1.172 0.867 -1.6 -1.6 1.5 -0.527
N -4.224 -0.947 -0.173 -0.1 1.5 -0.4 -0.616
C -3.297 -0.117 -0.783 -0.4 -0.3 1.8 -0.281
C -2.051 -0.664 -1.036 1.7 3.1 -1.7 -0.676
H 3.041 -2.655 2.018 -0.7 0.7 -0.2 0.350
H 5.003 -2.446 3.117 0.5 -0.4 -0.1 0.383
H 6.810 -0.985 2.257 -0.3 0.2 -0.5 0.332
H 6.047 0.918 0.637 1.9 0.7 -0.2 0.512
H 1.411 0.992 -0.938 0.3 3.6 0.1 0.702
H 1.575 -0.474 -2.567 1.8 -0.6 1.2 0.490
H 0.154 -1.478 -1.379 0.1 -0.5 0.2 0.183
H -0.361 2.285 -1.843 -1.0 -0.7 0.0 0.373
H -5.041 2.880 -0.383 0.3 0.7 -0.4 0.364
H -6.477 1.270 0.717 -1.2 0.6 0.2 0.431
H -5.720 -2.066 0.857 -0.3 0.9 -0.1 0.385
H -1.921 -1.697 -0.992 0.2 -1.5 0.4 0.434
```
Forces are in eV/Å.

## Properties
HOMO = -8.30 eV
2S+1 = 1
SMILES = O=C(c1ccccc1Cl)[C@@H](O)Nc1cc(Cl)c2ccc(O)nc2c1

=====

Entry 6:
Here is a molecular structure, C17H12ClIMnN2O2S from the OMol25 dataset. Energies are from ωB97M-V/def2-TZVPD.

The geometry in XYZ format:
```
37
Properties=species:S:1:pos:R:3:forces:R:3:mulliken_charge:R:1
Mn 0.554 0.148 -0.114 0.5 0.1 0.9 0.990
Cl -0.485 7.496 0.580 0.0 0.3 0.0 -0.235
C -0.032 5.870 0.204 -0.3 -0.3 0.1 0.230
C 1.172 5.618 -0.477 -0.1 -0.2 0.0 -0.484
C 1.537 4.338 -0.783 0.0 -0.1 0.0 -0.633
C 0.734 3.212 -0.421 -0.5 0.4 0.3 0.294
O 1.059 2.035 -0.767 0.3 -0.5 -0.3 -0.663
C -0.464 3.500 0.331 0.6 -0.1 -0.4 0.727
C -1.252 2.458 0.890 -0.1 0.0 0.2 -0.237
O -0.966 1.255 0.975 -0.2 0.2 -0.1 -0.589
C -0.836 4.835 0.588 0.2 0.0 0.0 -0.878
H 1.804 6.447 -0.757 0.0 0.1 0.0 0.405
H 2.463 4.143 -1.303 0.0 0.0 -0.1 0.437
H -2.215 2.777 1.326 0.1 0.0 0.1 0.325
H -1.753 5.021 1.128 -0.1 0.1 0.1 0.372
S 2.571 -0.451 1.236 0.0 0.3 0.2 -0.551
C 2.476 -1.915 0.328 -0.2 0.5 0.2 0.655
C 3.416 -2.947 0.428 0.0 -0.2 -0.2 -0.810
C 3.233 -4.088 -0.318 -0.1 0.2 0.0 -0.064
C 2.111 -4.186 -1.139 -0.1 0.0 -0.1 -0.860
C 1.238 -3.118 -1.195 0.0 -0.3 -0.1 -0.131
N 1.408 -2.002 -0.494 0.2 0.0 -0.1 -0.062
H 4.261 -2.812 1.084 0.1 0.0 0.0 0.388
H 3.946 -4.895 -0.266 0.1 -0.1 0.0 0.384
H 1.924 -5.067 -1.731 0.0 -0.1 -0.1 0.383
H 0.356 -3.160 -1.824 0.0 0.0 -0.1 0.298
I -1.143 -0.400 -2.389 -0.7 -0.4 0.2 0.074
C -2.001 -1.490 -0.730 0.6 0.3 -0.3 0.257
C -3.114 -2.285 -0.898 -0.2 0.0 0.0 -0.578
C -3.561 -2.978 0.222 0.2 0.1 0.0 -0.164
C -2.880 -2.838 1.424 -0.1 0.0 -0.1 -0.693
C -1.770 -2.013 1.469 0.0 0.2 0.0 -0.478
N -1.336 -1.346 0.400 -0.1 -0.1 -0.5 0.211
H -3.610 -2.338 -1.855 0.0 -0.1 0.0 0.438
H -4.426 -3.619 0.154 -0.1 0.0 0.0 0.388
H -3.212 -3.354 2.313 0.0 0.0 0.0 0.410
H -1.205 -1.853 2.379 0.0 0.0 0.0 0.443
```
Forces are in eV/Å.

## Properties
HOMO (alpha / beta) = -7.39 / -7.45 eV
2S+1 = 6
ΔE to the lowest compared entry with this formula, charge and spin = 8.05 kcal/mol

=====

Entry 7:
Here is a molecular structure, C17H12IN5O3Sn from the OMol25 dataset. Energies are from ωB97M-V/def2-TZVPD.

The geometry in XYZ format:
```
39
Properties=species:S:1:pos:R:3:forces:R:3:mulliken_charge:R:1
Sn 0.586 1.385 -0.777 0.0 0.1 0.1 0.915
C 3.894 -2.069 -0.926 0.0 0.0 0.0 -1.271
C 3.025 -2.115 0.267 0.0 0.0 0.0 0.892
N 3.069 -3.161 1.069 0.0 0.0 0.0 -0.507
C 2.353 -3.161 2.180 0.0 0.0 0.0 -0.441
C 1.548 -2.058 2.629 0.0 -0.1 0.0 0.439
C 0.872 -2.168 3.974 0.0 0.0 0.0 -0.761
O 1.137 -3.421 4.539 0.1 0.0 0.0 -0.534
C 1.397 -0.979 1.778 0.0 0.0 0.0 -0.223
C 0.590 0.163 2.191 0.0 0.0 0.0 -0.518
N 0.247 1.142 1.438 0.0 0.0 -0.1 -0.128
C -0.488 2.244 1.982 0.0 0.0 0.0 0.751
C -1.631 2.057 2.746 0.0 0.0 0.0 -0.050
C -2.325 3.161 3.220 0.0 0.0 0.0 -0.861
C -1.886 4.444 2.929 0.0 0.0 0.0 -0.622
C -0.742 4.642 2.164 0.0 0.0 0.0 -0.574
C -0.054 3.538 1.696 0.0 0.0 0.0 -0.197
I 1.742 3.820 0.627 0.0 0.0 0.0 0.221
C 2.120 -0.993 0.545 0.0 0.1 0.0 0.870
O 2.073 -0.059 -0.327 -0.1 -0.1 0.0 -0.797
H 4.536 -2.944 -0.944 0.0 0.0 0.0 0.359
H 4.494 -1.156 -0.931 0.0 0.0 0.0 0.374
H 3.287 -2.040 -1.835 0.0 0.0 0.0 0.350
H 2.372 -4.058 2.786 0.0 0.0 0.0 0.537
H -0.206 -2.038 3.826 0.0 0.0 0.0 0.310
H 1.225 -1.346 4.608 0.0 0.0 0.0 0.497
H 1.355 -3.341 5.473 -0.1 0.0 0.0 0.351
H 0.292 0.207 3.237 0.0 0.0 0.0 0.822
H -1.985 1.051 2.946 0.0 0.1 0.0 0.500
H -3.218 3.015 3.812 0.0 0.0 0.0 0.444
H -2.431 5.303 3.295 0.0 0.0 0.0 0.431
H -0.397 5.644 1.949 0.0 0.0 0.0 0.412
O -2.313 0.036 -1.210 -0.1 0.0 0.0 -0.314
N -3.390 -0.399 -0.904 0.0 0.0 -0.1 0.183
C -3.789 -1.053 0.135 0.1 -0.1 0.0 0.324
C -5.147 -1.470 0.267 0.0 0.1 -0.1 -0.081
N -6.241 -1.792 0.391 0.0 0.0 0.0 -0.242
C -2.807 -1.295 1.155 -0.1 0.1 0.1 0.410
N -1.969 -1.378 1.936 0.1 0.0 0.0 -0.271
```
Forces are in eV/Å.

## Properties
HOMO (alpha / beta) = -15.64 / -15.60 eV
2S+1 = 1
ΔE to the lowest compared entry with this formula, charge and spin = 1.43 kcal/mol
total charge = +2

=====

Entry 8:
Here is a single C17H13BrFNO4 molecule at a distorted geometry from the OMol25 dataset. Energies are from ωB97M-V/def2-TZVPD.

The geometry in XYZ format:
```
37
Properties=species:S:1:pos:R:3:forces:R:3:mulliken_charge:R:1
O 2.685 -0.509 1.934 0.0 -0.4 0.0 -0.627
C 1.543 -0.853 2.180 0.5 -0.1 0.4 0.358
C 1.206 -2.012 3.136 -0.6 0.9 -0.6 -0.638
O 0.129 -1.583 3.987 -0.1 0.0 -0.2 -0.412
C -1.089 -1.203 3.314 0.9 0.3 -0.4 -0.674
C -0.850 -0.316 2.102 1.3 0.4 -0.7 0.449
C 0.418 -0.149 1.595 -2.8 -0.7 1.0 -0.951
C 0.612 0.672 0.383 -0.3 0.5 -0.9 0.821
C 1.081 -0.221 -0.759 0.7 -0.5 -0.4 -0.809
C 2.401 -0.177 -1.172 0.0 -0.8 -1.1 0.922
C 2.848 -0.990 -2.249 -0.5 0.7 0.8 -1.033
C 1.996 -1.839 -2.925 -0.8 0.1 0.2 0.738
F 2.464 -2.611 -3.939 -0.5 0.6 0.7 -0.310
C 0.629 -1.866 -2.539 0.6 -0.1 0.4 -0.722
Br -0.656 -2.964 -3.457 0.7 0.5 0.4 -0.189
C 0.225 -1.113 -1.427 0.2 -0.1 -0.7 -0.024
C -0.620 1.427 -0.093 -1.4 1.1 -1.1 0.020
C -0.603 2.303 -1.185 0.6 -2.5 2.0 0.404
O 0.590 2.450 -1.833 -0.8 0.2 0.4 -0.629
C -1.909 2.908 -1.714 0.0 0.6 0.5 -0.614
O -3.002 2.909 -0.734 1.7 -0.5 -0.3 -0.392
C -3.171 1.631 -0.073 -1.0 0.5 -0.6 -0.518
C -1.907 1.083 0.503 1.4 -0.3 1.6 0.383
N -1.982 0.319 1.564 -0.6 -0.2 -0.5 -0.766
H 2.106 -2.252 3.703 -0.4 0.2 0.4 0.356
H 0.944 -2.902 2.547 -0.2 0.1 0.0 0.296
H -1.628 -2.097 3.017 -0.2 -0.3 -0.3 0.287
H -1.740 -0.652 3.995 0.3 -0.1 0.3 0.370
H 1.357 1.417 0.647 0.7 0.1 -0.3 0.721
H 3.085 0.495 -0.676 0.2 -0.1 0.0 0.537
H 3.866 -0.892 -2.545 0.6 -0.2 -0.3 0.430
H -0.800 -1.226 -1.122 -0.3 0.1 0.1 0.523
H 1.253 1.839 -1.404 -0.9 0.8 -0.8 0.462
H -2.227 2.349 -2.603 0.1 0.0 0.0 0.301
H -1.724 3.966 -2.025 -0.3 -0.8 0.4 0.352
H -3.548 0.911 -0.832 0.1 0.1 0.3 0.239
H -3.981 1.750 0.699 1.0 0.0 -0.7 0.340
```
Forces are in eV/Å.

## Properties
HOMO = -8.54 eV
2S+1 = 1
ΔE to the lowest compared entry with this formula, charge and spin = 2.69 kcal/mol
SMILES = O=C1COCC2=C1[C@@H](c1ccc(F)c(Br)c1)C1=C(O)COCC1=N2